Record 1
The molecule H3NOS2 in a non-equilibrium geometry, computed with wB97M-V/def2-TZVPD.

Properties
E_HOMO (spin up / spin down): -4.55 / -10.93 eV
2S+1: 3
HOMO-LUMO gap (spin up / spin down): 5.272 / 7.014 eV
net charge: 0
relative energy (zero: lowest compared OMol25 entry of this formula, charge and spin): 36.8 kcal/mol
DFT total energy: -25249.451 eV

Atoms and positions in Å:
S: -1.878 1.185 1.492
S: -0.637 1.113 0.139
O: 0.312 2.188 -0.015
N: 0.324 -0.273 0.127
H: -1.289 0.841 -1.039
H: 1.213 -0.100 -0.327
H: 0.459 -0.276 1.182


Record 2
C21H34AlF4O7S as an isolated structure in a non-equilibrium geometry, computed with wB97M-V/def2-TZVPD.

Properties
E_HOMO: -4.47 eV
HOMO-LUMO gap: 6.591 eV
net charge: -1
relative energy (zero: lowest compared OMol25 entry of this formula, charge and spin): 0.0 kcal/mol
DFT total energy: -64961.401 eV

Atoms and positions in Å:
S: 3.277 -4.276 -4.383
Al: 2.327 0.823 -2.843
F: 0.841 -0.045 -5.407
F: 0.130 2.004 -5.593
F: 3.538 1.655 -5.405
F: 2.072 3.048 -4.539
O: 3.336 1.919 0.552
O: 3.175 2.661 -0.646
O: -3.700 1.100 0.775
O: -2.594 2.570 -0.428
O: -1.555 -0.685 5.126
O: -0.662 -2.364 6.222
O: 0.370 1.350 -0.732
C: 0.054 0.337 0.098
C: -5.053 2.693 -0.348
C: 2.952 -1.109 -2.923
C: -0.369 0.694 1.385
C: -0.666 -3.298 7.299
C: -2.526 3.544 -1.466
C: -0.197 -1.979 0.759
C: -1.701 -1.550 5.942
C: -3.739 2.037 0.028
C: 0.421 1.052 -2.153
C: -2.698 4.951 -0.932
C: 3.528 -1.526 -4.290
C: 3.689 1.890 -1.759
C: -0.697 -0.242 2.352
C: 4.370 -2.825 -4.204
C: -3.040 -1.807 6.594
C: 0.146 -1.021 -0.197
C: -0.607 -1.598 2.031
C: -1.299 -4.616 6.900
C: 1.236 1.211 -5.703
C: 2.326 1.695 -4.737
H: -5.815 1.918 -0.398
H: 4.066 -5.107 -5.079
H: 1.556 1.291 -6.746
H: -2.349 -4.493 6.633
H: -2.977 -2.268 7.578
H: -3.682 5.095 -0.481
H: -1.954 5.151 -0.161
H: -1.133 -2.867 8.186
H: 2.193 -1.837 -2.624
H: -0.143 -3.028 0.504
H: -0.260 0.247 -2.440
H: 4.182 2.625 -2.406
H: 4.828 -2.844 -3.219
H: -1.004 0.059 3.345
H: 5.128 -2.831 -4.982
H: 4.204 -0.766 -4.681
H: -5.324 3.407 0.429
H: 2.695 -1.713 -4.965
H: -3.235 3.313 -2.264
H: -0.789 -5.028 6.030
H: -5.040 3.197 -1.312
H: 0.039 1.950 -2.649
H: 2.796 1.123 0.427
H: 3.788 -1.194 -2.219
H: 0.469 -1.349 -1.175
H: 4.490 1.220 -1.430
H: -0.425 1.741 1.650
H: 0.383 -3.455 7.544
H: -3.545 -0.852 6.715
H: -0.851 -2.335 2.786
H: -1.530 3.432 -1.892
H: -1.234 -5.334 7.719
H: -2.577 5.680 -1.734
H: -3.634 -2.440 5.936


Record 3
C28H47NO2P2Ru as an isolated structure in a non-equilibrium geometry, computed with wB97M-V/def2-TZVPD.

Properties
E_HOMO (spin up / spin down): -10.36 / -10.41 eV
2S+1: 6
HOMO-LUMO gap (spin up / spin down): 7.780 / 4.971 eV
net charge: +1
relative energy (zero: lowest compared OMol25 entry of this formula, charge and spin): 74.6 kcal/mol
DFT total energy: -56528.567 eV

Atoms and positions in Å:
Ru: 0.351 -1.991 -2.819
P: -1.633 -0.889 -2.051
P: -0.067 -2.556 0.027
O: -2.464 0.936 2.524
O: -2.776 -3.590 1.938
N: -2.404 -1.278 1.836
C: 1.821 -0.112 0.034
C: 0.478 -3.348 -4.040
C: 2.031 -5.342 -3.468
C: -1.677 -4.758 -4.251
C: 0.284 2.304 -2.345
C: -0.569 2.638 0.675
C: 2.679 0.417 -2.304
C: -0.983 -6.046 -3.670
C: 1.414 -2.996 -1.070
C: 1.558 0.312 -1.328
C: -2.502 0.369 -1.044
C: 1.114 -5.492 -2.281
C: 0.559 1.353 -1.254
C: -1.979 -0.306 -3.755
C: -3.003 -2.428 2.290
C: -2.828 -0.236 2.627
C: -1.523 -3.367 -0.870
C: -3.852 -0.689 3.676
C: 0.258 1.572 0.103
C: -2.514 -2.388 -1.492
C: -4.051 -2.146 3.370
C: 0.968 0.617 0.880
C: 2.996 -0.887 0.497
C: 1.382 -4.493 -4.565
C: 0.971 0.558 2.346
C: -0.215 -5.762 -2.422
C: 0.297 -3.848 1.279
C: -0.929 -3.459 -4.085
H: -1.354 2.197 1.299
H: -2.015 -3.975 -0.116
H: 1.392 -0.387 2.703
H: 2.995 -4.929 -3.145
H: 2.259 -6.338 -3.878
H: 3.538 -0.198 -1.998
H: -2.661 -4.667 -3.742
H: 1.583 -5.714 -1.303
H: -1.811 -6.733 -3.391
H: -2.108 0.779 -3.734
H: -0.773 -6.029 -1.509
H: -1.906 -4.952 -5.328
H: -1.014 3.261 -0.099
H: 0.789 -5.150 -5.226
H: 2.991 1.471 -2.220
H: -3.035 -2.820 -2.352
H: 1.234 -3.914 -1.687
H: 0.901 3.210 -2.203
H: -0.763 2.624 -2.333
H: -0.386 -6.560 -4.453
H: -3.273 -2.094 -0.763
H: -3.590 0.216 -1.173
H: 2.434 0.192 -3.358
H: -4.778 -0.112 3.566
H: 1.037 -2.380 -4.483
H: 0.537 1.882 -3.328
H: -2.253 1.387 -1.378
H: -1.131 -4.021 -1.650
H: -2.874 -0.791 -4.136
H: 2.690 -1.722 1.142
H: 3.607 -1.257 -0.338
H: 2.187 -2.357 -1.591
H: 2.058 -3.381 -0.256
H: -3.910 -2.794 4.239
H: -1.101 -0.547 -4.375
H: 1.546 1.379 2.799
H: -3.434 -0.520 4.675
H: -0.060 0.641 2.700
H: -1.588 -2.595 -4.222
H: 0.031 3.277 1.328
H: 0.534 -4.800 0.791
H: 2.178 -3.985 -5.144
H: -0.603 -3.940 1.896
H: 1.142 -3.512 1.896
H: -5.052 -2.313 2.954
H: -2.263 0.248 0.026
H: 3.626 -0.215 1.103


Record 4
C34H45FeN7 as an isolated structure in a non-equilibrium geometry, computed with wB97M-V/def2-TZVPD.

Properties
E_HOMO (spin up / spin down): -2.87 / -3.48 eV
2S+1: 6
HOMO-LUMO gap (spin up / spin down): 5.622 / 6.232 eV
net charge: -1
relative energy (zero: lowest compared OMol25 entry of this formula, charge and spin): 0.0 kcal/mol
DFT total energy: -80799.436 eV

Atoms and positions in Å:
Fe: -0.163 -0.443 0.057
N: 0.236 -2.686 3.426
N: -4.738 -1.871 0.347
N: -2.713 -0.623 0.905
N: -0.515 -1.162 -3.648
N: -4.144 -1.527 2.690
N: -1.557 -2.874 -2.801
N: -4.910 0.366 1.353
C: 0.482 2.652 -1.765
C: -0.158 1.061 3.072
C: -1.341 3.042 0.733
C: 0.990 -1.704 1.346
C: 0.461 1.550 -5.833
C: 2.407 -0.195 1.934
C: -1.238 -4.583 3.441
C: -2.547 0.748 -2.849
C: -0.365 0.157 -4.057
C: -1.366 -4.526 2.048
C: 0.250 -2.728 2.079
C: -0.578 -3.610 1.360
C: -1.496 1.003 -3.871
C: -2.772 -1.221 2.260
C: 0.694 0.505 -4.923
C: -0.278 2.026 0.618
C: 1.444 0.607 1.136
C: -0.401 -3.653 4.096
C: 0.274 1.221 1.665
C: -4.730 -2.456 1.706
C: -4.920 -0.269 2.689
C: -1.643 2.094 -4.738
C: -3.348 -1.563 -0.053
C: -5.501 -0.599 0.403
C: -1.436 -1.563 -2.778
C: -0.683 2.363 -5.722
C: 1.556 0.874 -0.258
C: -3.513 0.620 0.952
C: 0.199 -2.313 -4.114
C: -0.880 3.452 -6.740
C: 2.705 0.505 -1.115
C: -0.408 -3.344 -3.475
C: 2.004 -0.187 -5.054
C: 0.500 1.809 -0.561
H: 2.414 0.477 -2.174
H: 2.655 0.424 -5.685
H: 0.844 -2.232 -4.986
H: 1.166 3.513 -1.666
H: -4.132 -3.380 1.716
H: -1.426 4.310 -6.293
H: -6.527 -0.820 0.733
H: -5.960 -0.487 2.961
H: 3.200 -0.628 1.323
H: -2.209 -2.162 2.279
H: -2.137 2.866 -0.005
H: -0.952 4.053 0.535
H: 1.677 -2.093 0.584
H: -0.311 0.004 3.344
H: -0.126 -4.357 -3.473
H: -1.468 3.078 -7.606
H: 1.196 1.710 -6.639
H: -1.997 -5.209 1.478
H: 1.939 -1.119 -5.614
H: 1.747 -1.125 2.296
H: -3.316 1.512 -3.014
H: -2.581 2.698 -4.647
H: -3.361 -1.129 -1.063
H: -0.519 3.058 -1.953
H: -1.090 1.601 3.283
H: -0.263 -3.774 5.168
H: 2.822 0.329 2.796
H: -5.769 -2.672 1.993
H: 0.607 1.442 3.763
H: -3.528 1.104 -0.035
H: -2.203 0.869 -1.815
H: -3.014 -0.247 -2.933
H: -2.778 -2.500 -0.099
H: -1.791 3.054 1.733
H: -3.074 1.308 1.686
H: 3.140 -0.469 -0.847
H: -0.659 -3.416 0.285
H: 3.510 1.252 -1.017
H: -1.741 -5.349 4.010
H: -4.468 0.407 3.427
H: -2.338 -0.528 2.988
H: 0.103 3.792 -7.110
H: 2.560 -0.375 -4.132
H: -5.506 -0.151 -0.599
H: 0.799 2.086 -2.648